No. 1
Here is a 2-piece molecular cluster, C27H29N2O4 overall in a non-equilibrium geometry from OMol25. Energies are from ωB97M-V with the def2-TZVPD basis set.

```
62
Properties=species:S:1:pos:R:3
H 0.56284 1.33514 2.06152
C 0.33235 2.18009 2.71973
H 0.03579 2.99972 2.05522
C -0.82337 1.81551 3.59196
C -2.07372 1.43324 2.93686
O -3.06166 1.14655 3.59065
O -2.02979 1.42540 1.56705
C -3.27107 1.03151 1.04701
C -3.25946 1.00776 -0.46605
C -0.70439 1.83868 4.93327
N 0.48188 2.20083 5.53232
C 1.59321 2.56663 4.80549
C 1.56872 2.57340 3.45906
C 2.73788 2.95969 2.67067
O 3.77169 3.31248 3.21449
O 2.57038 2.88699 1.31274
C 3.75087 3.27017 0.65985
C 3.60623 3.19402 -0.84452
H -3.49169 0.04456 1.47615
H -4.01608 1.73432 1.44484
H -4.22219 0.70417 -0.87904
H -3.01545 1.99574 -0.85821
H -2.49671 0.31863 -0.83047
H -1.54739 1.57091 5.54587
H 0.53505 2.21152 6.54896
H 2.49354 2.85199 5.32093
H 3.98447 4.28732 1.00311
H 4.54487 2.60976 1.03441
H 4.51699 3.49936 -1.36086
H 3.36479 2.17620 -1.15231
H 2.79067 3.83584 -1.17986
C 0.98612 1.15019 -4.53144
N 0.57515 0.10212 -3.60406
C 0.80923 0.08619 -2.26162
C 0.27312 -1.07960 -1.70063
C 0.41927 -1.46088 -0.35140
C -0.17041 -2.61476 0.27267
C -1.51714 -2.98325 0.06121
C -2.02217 -4.14731 0.58253
C -1.20851 -4.98875 1.32126
C 0.10530 -4.63596 1.57827
C 0.61073 -3.45508 1.09617
C -0.29764 -1.83307 -2.80299
C -0.89271 -3.09518 -2.88798
C -1.35335 -3.53667 -4.10452
C -1.22092 -2.75149 -5.25004
C -0.59644 -1.52851 -5.19892
C -0.11959 -1.06663 -3.96915
H 0.66853 0.91169 -5.54399
H 0.53361 2.09489 -4.23724
H 2.06958 1.25897 -4.52577
H 1.33587 0.85036 -1.71901
H 1.12317 -0.88899 0.23199
H -2.14741 -2.33265 -0.51936
H -3.05272 -4.41242 0.40877
H -1.59812 -5.91925 1.69654
H 0.73375 -5.29507 2.15505
H 1.63470 -3.18557 1.28994
H -0.96770 -3.71484 -2.01427
H -1.82680 -4.50169 -4.16477
H -1.62870 -3.11062 -6.18078
H -0.48705 -0.93429 -6.08726
```

Values from the calculation:
total charge = +1
strongest force on any atom = 2.27 eV/A
relative energy (zero: lowest compared OMol25 entry of this formula, charge and spin) = 0.0 kcal/mol
gap between HOMO and LUMO = 4.84 eV

No. 2
Here is a 5-piece molecular cluster, C27H29N5O5 overall in a non-equilibrium geometry from OMol25. Energies are from ωB97M-V with the def2-TZVPD basis set.

```
66
Properties=species:S:1:pos:R:3
O -0.66095 -4.58062 -5.20679
C 0.13521 -3.86658 -4.66717
C 0.72999 -4.25294 -3.33250
C 1.59263 -3.21293 -2.65841
C 1.41519 -1.85393 -2.88760
C 2.18194 -0.87965 -2.24169
C 3.13340 -1.31517 -1.34996
C 3.34367 -2.67296 -1.12002
C 2.59786 -3.64731 -1.76136
C 2.87431 -5.10675 -1.48748
O 3.26119 -5.81895 -2.65093
O 4.57475 -5.36623 -2.95230
C 4.43862 -2.76405 -0.07797
O 5.23688 -3.61666 0.15263
N 4.36517 -1.50230 0.55065
C 4.07639 -0.55689 -0.45915
O 4.55487 0.52750 -0.56770
H 0.44018 -2.93729 -5.17496
H 1.25863 -5.18689 -3.49222
H -0.10618 -4.48964 -2.67625
H 0.64467 -1.50512 -3.56186
H 2.03699 0.17570 -2.41768
H 2.03999 -5.63104 -1.02986
H 3.70608 -5.16724 -0.78947
H 4.51940 -5.11533 -3.88377
H 5.07965 -1.26431 1.22864
C -3.77227 -1.37622 -0.75769
C -3.65829 -2.77205 -0.99493
C -2.34418 -3.03095 -1.28868
N -1.66099 -1.84481 -1.24179
C -2.52499 -0.83470 -0.91515
H -4.66604 -0.83432 -0.49868
H -4.44906 -3.50210 -0.95312
H -1.84481 -3.95339 -1.52546
H -0.67897 -1.72583 -1.41974
H -2.17762 0.18030 -0.82427
C -2.77365 -1.45123 4.44634
C -3.42789 -2.69599 4.64855
C -3.42481 -3.35684 3.44832
N -2.79860 -2.56073 2.53094
C -2.39622 -1.40048 3.13032
H -2.60073 -0.68329 5.18159
H -3.85148 -3.06295 5.56825
H -3.81428 -4.32115 3.17033
H -2.65801 -2.79204 1.56233
H -1.87896 -0.64017 2.57071
C -0.69407 5.15206 -0.20648
C -1.90220 4.61934 -0.73313
C -1.93157 3.28894 -0.41559
N -0.78973 2.99623 0.28143
C -0.03077 4.12673 0.41567
H -0.35232 6.17188 -0.27720
H -2.66018 5.15278 -1.28113
H -2.66564 2.52923 -0.62304
H -0.54582 2.09191 0.64018
H 0.91087 4.10415 0.93796
C -0.44145 9.43789 3.31084
C 0.94102 9.11373 3.36840
C 1.07698 7.82953 2.91248
N -0.16740 7.36572 2.58504
C -1.09731 8.33959 2.82157
H -0.90023 10.36996 3.59497
H 1.74198 9.75032 3.70494
H 1.94888 7.20924 2.79371
H -0.36851 6.44912 2.22395
H -2.14119 8.16817 2.62242
```

Values from the calculation:
total charge = 0
SMILES = O=CCc1ccc2c(c1COO)C(=O)NC2=O.c1cc[nH]c1.c1cc[nH]c1.c1cc[nH]c1.c1cc[nH]c1
strongest force on any atom = 1.07 eV/A
relative energy (zero: lowest compared OMol25 entry of this formula, charge and spin) = 110.5 kcal/mol
gap between HOMO and LUMO = 7.51 eV

No. 3
Here is C27H29N7O4 in the gas phase in a non-equilibrium geometry from OMol25. Energies are from ωB97M-V with the def2-TZVPD basis set.

```
67
Properties=species:S:1:pos:R:3
C 3.13991 0.48208 5.26692
O 2.08182 -0.29469 5.78833
C 1.25771 -0.92895 4.92593
C 0.23314 -1.69310 5.49387
C -0.64744 -2.38350 4.68974
C -0.53487 -2.33187 3.30858
C 0.47130 -1.56246 2.74250
N 0.63803 -1.51493 1.33263
C -0.31114 -1.09881 0.47284
O -0.16140 -1.09373 -0.73599
C -1.60649 -0.54420 1.08323
N -2.02652 0.54368 0.25613
N -1.29649 1.61245 0.06288
N -1.92697 2.36214 -0.76607
C -3.07326 1.71231 -1.07670
C -4.05206 2.23870 -1.97525
C -4.03956 3.40775 -2.69396
C -5.25222 3.43172 -3.41172
C -5.91984 2.28291 -3.08426
C -7.23940 1.75574 -3.51796
O -5.19536 1.55754 -2.21392
N -3.14584 0.55145 -0.42875
C 1.96920 -1.86728 0.82229
C 2.75835 -0.57204 0.50177
O 3.65933 -0.20450 1.23388
N 2.34428 0.07148 -0.58864
C 2.86647 1.35561 -1.01102
C 1.89635 2.49827 -0.63746
C 1.29872 3.01070 -1.95517
C 1.57726 1.89787 -2.96321
C 2.95260 1.39004 -2.53991
C 1.90224 -2.85721 -0.31586
C 0.94677 -3.86790 -0.32012
C 0.94387 -4.77794 -1.36369
N 1.81565 -4.75300 -2.35621
C 2.73769 -3.80797 -2.34000
C 2.82999 -2.84133 -1.35033
C 1.36935 -0.86401 3.54121
H 3.67934 0.85899 6.13385
H 2.76425 1.32398 4.67830
H 3.81447 -0.11698 4.64930
H 0.15862 -1.73267 6.56837
H -1.42729 -2.97941 5.13809
H -1.21147 -2.89112 2.68150
H -2.39992 -1.29370 1.05690
H -1.44524 -0.19349 2.10531
H -3.25723 4.13765 -2.69478
H -5.58821 4.19632 -4.08177
H -7.89695 1.62792 -2.65889
H -7.69819 2.44471 -4.22031
H -7.12009 0.78334 -3.99398
H 2.49928 -2.34980 1.65345
H 1.53205 -0.27652 -1.08590
H 3.83962 1.46658 -0.52649
H 1.10464 2.11487 0.00604
H 2.41424 3.28950 -0.09842
H 1.80345 3.92530 -2.26949
H 0.23576 3.21863 -1.85237
H 0.83516 1.10461 -2.86019
H 1.56007 2.25085 -3.99305
H 3.72180 2.09979 -2.84630
H 3.19579 0.41259 -2.95518
H 0.21636 -3.94310 0.47122
H 0.20897 -5.57111 -1.40603
H 3.43928 -3.82497 -3.16363
H 3.61152 -2.09874 -1.38360
H 2.14875 -0.28705 3.07150
```

Values from the calculation:
total charge = 0
SMILES = COc1cccc(N(C(=O)Cn2nnc(-c3ccc(C)o3)n2)[C@H](C(=O)NC2CCCC2)c2ccncc2)c1
strongest force on any atom = 1.38 eV/A
relative energy (zero: lowest compared OMol25 entry of this formula, charge and spin) = 3.5 kcal/mol
gap between HOMO and LUMO = 8.74 eV

What is the formula in the first record?
C27H29N2O4

The highest total charge belongs to which entry?
C27H29N2O4

What is the gap between HOMO and LUMO in the first record?
4.84 eV